[1]
Below is a molecular structure, C38H49BBr2F4N4O2Pb, with properties calculated with ωB97M-V/def2-TZVPD.

Structure (ORCA input):
```
! RIJCOSX wB97M-V def2-TZVPD def2/J DEFGRID3
* xyz 2 1
Pb -0.0857 0.4396 0.1238
Br 2.0436 3.2547 6.3556
Br -2.9813 6.7882 1.6769
F 2.2180 0.9512 -0.8682
F 2.1666 1.5359 -3.0451
F 1.6009 -0.5523 -2.4310
F 3.7641 0.0684 -2.3131
O -2.0504 -1.2082 0.0394
O 1.9274 -1.4439 0.7269
N 0.0845 -2.6813 -0.7210
N -0.5243 1.2312 -2.2411
N 0.6225 1.3956 2.3428
N -1.1696 2.6121 0.6995
C -3.6661 -4.2225 -0.9346
C 0.5795 3.1798 3.9122
C 5.0319 -4.0838 -4.0865
C 1.4902 0.7520 3.1142
C -0.8132 3.2528 1.8257
C 3.2417 -2.5495 -4.9374
C 4.8662 -0.6585 0.7828
C -2.2425 -2.3436 -0.3981
C 2.3323 -2.2011 -0.1364
C -2.8651 -6.4734 -1.7464
C 2.7474 -4.9867 -4.4885
C -4.7812 -2.1100 -0.1336
C 3.7393 -2.4547 -0.4416
C -1.3520 4.4979 2.1384
C -4.7847 -0.7400 -0.8275
C -2.6164 4.4235 0.1042
C 4.4175 -2.8530 1.9310
C 0.1607 2.5954 2.7206
C -4.7211 -1.9128 1.3902
C 4.7989 -2.1885 0.6013
C -2.0448 3.1874 -0.1205
C 4.0489 -2.8363 -1.7092
C -1.0838 -3.2173 -0.8014
C -3.5829 -7.2095 -0.5982
C 6.1738 -2.7061 0.1746
C -2.5596 -5.0762 -1.2699
C 1.7506 -3.2934 -2.3206
C -6.0909 -2.8165 -0.4868
C 1.4839 2.5000 4.7213
C -3.7901 -6.4135 -2.9730
C -1.2954 -4.5728 -1.1588
C 3.0880 -3.2714 -2.6692
C -3.5656 -2.9319 -0.5262
C 3.5371 -3.7611 -4.0175
C -1.6081 -7.2576 -2.1208
C -2.2564 5.0981 1.2684
C 1.9516 1.2545 4.3160
C 1.3169 -2.8403 -1.0727
B 2.4959 0.5175 -2.2143
H 3.1436 -5.3268 -5.4398
H -2.9586 -7.2409 0.2914
H -4.7977 -0.8578 -1.9081
H -6.2258 -3.7320 0.0834
H -5.6796 -0.1955 -0.5388
H -6.1475 -3.0378 -1.5501
H -3.3137 4.8533 -0.5979
H 5.0840 -0.1676 -0.1610
H -2.3016 2.6287 -1.0064
H 5.0860 -2.8622 -1.9963
H 2.6513 0.7094 4.9267
H -4.5303 -6.7485 -0.3368
H -3.2987 -5.8923 -3.7911
H 5.2552 -4.5368 -5.0492
H 1.8215 -0.2075 2.7468
H -4.0154 -7.4261 -3.2959
H 5.3166 -4.7970 -3.3151
H 2.1738 -2.3798 -5.0367
H -1.0769 -6.7746 -2.9357
H 1.6924 -4.7765 -4.6320
H 5.6604 -0.4277 1.4879
H 3.4500 -2.5123 2.2889
H -0.1239 0.4825 -2.8003
H 2.8525 -5.7973 -3.7717
H 0.2207 4.1416 4.2330
H 6.5742 -2.1436 -0.6647
H 6.8690 -2.5871 1.0010
H 5.6420 -3.1886 -3.9987
H 3.6981 -1.6416 -4.5510
H 6.1393 -3.7644 -0.0788
H 3.9286 -0.2674 1.1636
H -1.4448 1.4299 -2.6219
H -4.7305 -5.9126 -2.7639
H 4.3898 -3.9354 1.8210
H -0.4146 -5.1600 -1.3663
H -6.9179 -2.1573 -0.2418
H -3.7825 -8.2286 -0.9176
H 0.0815 2.0321 -2.4115
H -4.7005 -2.8717 1.9033
H 3.6623 -2.7643 -5.9170
H -3.9199 -0.1499 -0.5411
H -5.6058 -1.3694 1.7088
H -1.0885 5.0165 3.0449
H 0.9981 -3.6286 -3.0147
H -1.8887 -8.2520 -2.4536
H -0.9395 -7.3702 -1.2719
H 5.1652 -2.6085 2.6810
H -4.6482 -4.6524 -1.0124
H -3.8382 -1.3476 1.6748
*
```

Summary:
LUMO energy (eV): -8.105
Relative energy (zero: lowest compared OMol25 entry of this formula, charge and spin) (kcal/mol): 3.53

Atom charges from the Mulliken analysis, given in e for atoms 1 to 99: atom 1 (Pb): 2.020, atom 2 (Br): -0.090, atom 3 (Br): -0.080, atom 4 (F): -0.458, atom 5 (F): -0.320, atom 6 (F): -0.191, atom 7 (F): -0.278, atom 8 (O): -0.605, atom 9 (O): -0.367, atom 10 (N): 0.534, atom 11 (N): -0.553, atom 12 (N): 0.099, atom 13 (N): 0.107, atom 14 (C): -0.199, atom 15 (C): -0.575, atom 16 (C): -1.932, atom 17 (C): -0.583, atom 18 (C): 0.564, atom 19 (C): -1.592, atom 20 (C): -1.316, atom 21 (C): 1.237, atom 22 (C): 1.266, atom 23 (C): 1.790, atom 24 (C): -1.761, atom 25 (C): 2.189, atom 26 (C): 0.054, atom 27 (C): -0.621, atom 28 (C): -1.627, atom 29 (C): -0.877, atom 30 (C): -1.769, atom 31 (C): 0.418, atom 32 (C): -1.526, atom 33 (C): 1.895, atom 34 (C): -0.096, atom 35 (C): 0.024, atom 36 (C): -1.151, atom 37 (C): -1.576, atom 38 (C): -2.068, atom 39 (C): -0.420, atom 40 (C): -0.390, atom 41 (C): -2.205, atom 42 (C): -0.283, atom 43 (C): -1.564, atom 44 (C): -0.234, atom 45 (C): 0.179, atom 46 (C): -0.551, atom 47 (C): 1.707, atom 48 (C): -2.120, atom 49 (C): -0.223, atom 50 (C): -0.909, atom 51 (C): -1.899, atom 52 (B): 0.302, atom 53 (H): 0.500, atom 54 (H): 0.372, atom 55 (H): 0.371, atom 56 (H): 0.402, atom 57 (H): 0.520, atom 58 (H): 0.463, atom 59 (H): 0.454, atom 60 (H): 0.242, atom 61 (H): 0.415, atom 62 (H): 0.505, atom 63 (H): 0.501, atom 64 (H): 0.340, atom 65 (H): 0.391, atom 66 (H): 0.453, atom 67 (H): 0.767, atom 68 (H): 0.470, atom 69 (H): 0.423, atom 70 (H): 0.316, atom 71 (H): 0.446, atom 72 (H): 0.366, atom 73 (H): 0.530, atom 74 (H): 0.255, atom 75 (H): 0.076, atom 76 (H): 0.409, atom 77 (H): 0.496, atom 78 (H): 0.386, atom 79 (H): 0.456, atom 80 (H): 0.433, atom 81 (H): 0.320, atom 82 (H): 0.435, atom 83 (H): 0.119, atom 84 (H): 0.261, atom 85 (H): 0.335, atom 86 (H): 0.414, atom 87 (H): 0.964, atom 88 (H): 0.465, atom 89 (H): 0.484, atom 90 (H): 0.303, atom 91 (H): 0.348, atom 92 (H): 0.490, atom 93 (H): 0.170, atom 94 (H): 0.454, atom 95 (H): 0.482, atom 96 (H): 0.737, atom 97 (H): 0.444, atom 98 (H): 0.401, atom 99 (H): 0.473


[2]
Below is a molecular structure, C38H49BN9NaO3P2S4Te, with properties calculated with ωB97M-V/def2-TZVPD.

Structure (ORCA input):
```
! RIJCOSX wB97M-V def2-TZVPD def2/J DEFGRID3
* xyz -2 1
Te -2.9315 0.2388 -2.9067
S 1.4525 -1.0838 0.6448
S -1.1547 -3.2772 3.2645
S -2.0242 3.6096 -0.4629
S -4.1784 -3.3580 0.3990
P 1.5255 0.8626 0.8815
P -0.2185 3.2303 0.2135
Na -1.0909 -0.1873 -0.2859
O -3.1162 0.5909 -0.1202
O 0.7246 0.7977 -3.3870
O -0.6160 1.0723 -1.7180
N -0.0115 0.3317 -2.4950
N -0.2695 -3.5598 -1.4295
N -3.3134 -4.6171 -1.7771
N 1.0090 -4.6101 2.4700
N 0.5119 -3.1222 -2.5061
N -2.6432 -5.5921 0.0792
N 1.2030 -1.5994 -4.1220
N -0.8634 -5.5874 1.8448
N -0.1203 -0.9537 -2.2541
C 5.1334 2.4515 -0.4281
C -2.5837 -5.7272 -2.1367
C -0.1796 4.3997 1.6366
C -0.0128 1.5966 0.7058
C 0.1913 -6.3413 1.4143
C -0.8071 4.8071 3.9220
C -3.9109 0.3972 1.0360
C 2.6767 1.6734 5.2882
C 2.2405 2.5177 3.0824
C -2.1978 0.1969 -4.9602
C 3.0172 4.7580 -2.6791
C 2.2370 4.5104 -0.4243
C -0.5883 3.9272 2.8787
C 4.2738 0.9876 -2.1133
C 1.3471 -5.7478 1.7803
C 0.5408 -1.8397 -2.9489
C -3.0660 0.4499 2.2957
C 1.8582 4.1592 -3.1461
C -0.3611 -4.5109 2.4916
C 2.4203 0.3886 4.8411
C 3.2004 4.9389 -1.3184
C 2.0604 1.2196 2.6073
C 0.8839 3.7497 -2.2576
C -2.1809 -6.3105 -0.9853
C -0.0117 5.7665 1.4480
C 3.0277 1.3409 -0.0817
C 1.9239 -3.6365 2.9822
C 1.0685 3.9171 -0.8908
C -0.2251 6.6439 2.4931
C -0.6257 6.1678 3.7316
C -4.9096 -0.3001 -3.6259
C 2.5720 2.7389 4.4050
C -3.9421 -3.6822 -2.6553
C 5.2623 1.8505 -1.6671
C 2.1176 0.1667 3.5116
C 3.1714 0.7371 -1.3256
C 4.0241 2.2029 0.3586
C -3.3357 -4.5416 -0.4044
B -2.3394 -5.9866 1.5572
H 6.1418 2.0289 -2.2722
H -5.3686 0.4989 -4.1963
H 2.3909 4.6521 0.6391
H 2.9473 1.8444 6.3233
H -3.6790 0.2816 3.1758
H -0.0329 3.2909 -2.5987
H -4.7079 1.1577 1.0781
H 3.7779 5.0915 -3.3758
H -0.8051 6.8609 4.5445
H -0.0920 7.7078 2.3380
H 1.3501 -2.9653 3.6249
H 4.1054 5.4139 -0.9553
H -2.8877 0.7028 -5.6270
H 2.3727 -3.0621 2.1664
H 4.3743 0.4855 -3.0670
H -1.6060 -7.2030 -0.8426
H 0.2668 6.1389 0.4704
H -1.1731 -3.0857 -1.4403
H 2.3671 -6.0328 1.6209
H 2.7105 -4.1243 3.5607
H -2.3871 -7.1912 1.6100
H 1.3319 -0.5864 -4.2346
H -2.0369 -0.8143 -5.3273
H -4.8801 -1.1906 -4.2437
H 3.9493 2.6575 1.3337
H 0.0354 -7.2659 0.8951
H 0.1808 -3.2810 -0.5561
H -2.3008 -0.3242 2.2533
H -2.5933 1.4255 2.3746
H -4.4010 -2.9132 -2.0269
H -0.7289 2.8603 3.0144
H 2.4518 -0.4433 5.5317
H -4.7153 -4.1716 -3.2565
H 2.4212 0.0309 -1.6506
H 1.9915 -2.1908 -4.3327
H 0.7741 -3.8558 -3.1521
H 2.7363 3.7524 4.7538
H -1.1261 4.4366 4.8882
H 1.9272 -0.8300 3.1458
H 2.1057 3.3609 2.4173
H 1.7185 4.0126 -4.2077
H 5.9115 3.1110 -0.0623
H -1.2501 0.7184 -4.9819
H -4.3713 -0.5893 0.9449
H -3.2068 -3.2185 -3.3192
H -2.4083 -5.9767 -3.1668
H -5.5330 -0.4977 -2.7639
H -3.0866 -5.4541 2.3011
H -2.8086 1.5230 -0.0996
*
```

Summary:
LUMO energy (eV): 3.291

Atom charges from the Mulliken analysis, given in e for atoms 1 to 99: atom 1 (Te): 0.900, atom 2 (S): -0.694, atom 3 (S): -0.429, atom 4 (S): -0.745, atom 5 (S): -0.499, atom 6 (P): 1.209, atom 7 (P): 1.954, atom 8 (Na): 1.194, atom 9 (O): -0.186, atom 10 (O): -0.940, atom 11 (O): -0.217, atom 12 (N): 0.297, atom 13 (N): -0.093, atom 14 (N): 0.316, atom 15 (N): 0.324, atom 16 (N): -0.285, atom 17 (N): 0.274, atom 18 (N): -0.480, atom 19 (N): 0.226, atom 20 (N): 0.480, atom 21 (C): -0.768, atom 22 (C): -0.640, atom 23 (C): -0.133, atom 24 (C): 0.333, atom 25 (C): -0.383, atom 26 (C): -0.820, atom 27 (C): -0.323, atom 28 (C): -0.742, atom 29 (C): -0.299, atom 30 (C): -1.238, atom 31 (C): -0.672, atom 32 (C): 0.413, atom 33 (C): -0.213, atom 34 (C): -0.777, atom 35 (C): -0.668, atom 36 (C): -0.132, atom 37 (C): -0.531, atom 38 (C): -0.706, atom 39 (C): -0.170, atom 40 (C): -0.404, atom 41 (C): -0.766, atom 42 (C): 0.246, atom 43 (C): -0.726, atom 44 (C): -0.380, atom 45 (C): -0.615, atom 46 (C): 0.238, atom 47 (C): -1.032, atom 48 (C): -0.377, atom 49 (C): -0.635, atom 50 (C): -0.601, atom 51 (C): -1.307, atom 52 (C): -1.233, atom 53 (C): -0.997, atom 54 (C): -0.588, atom 55 (C): -0.646, atom 56 (C): -0.304, atom 57 (C): -0.114, atom 58 (C): -0.147, atom 59 (B): 0.080, atom 60 (H): 0.328, atom 61 (H): 0.393, atom 62 (H): 0.295, atom 63 (H): 0.350, atom 64 (H): 0.549, atom 65 (H): 0.373, atom 66 (H): 0.298, atom 67 (H): 0.332, atom 68 (H): 0.365, atom 69 (H): 0.388, atom 70 (H): 0.262, atom 71 (H): 0.389, atom 72 (H): 0.452, atom 73 (H): 0.317, atom 74 (H): 0.360, atom 75 (H): 0.394, atom 76 (H): 0.370, atom 77 (H): 0.102, atom 78 (H): 0.473, atom 79 (H): 0.327, atom 80 (H): -0.204, atom 81 (H): 0.384, atom 82 (H): 0.362, atom 83 (H): 0.336, atom 84 (H): 0.286, atom 85 (H): 0.396, atom 86 (H): 0.089, atom 87 (H): -0.012, atom 88 (H): 0.050, atom 89 (H): 0.195, atom 90 (H): 0.476, atom 91 (H): 0.452, atom 92 (H): 0.331, atom 93 (H): 0.197, atom 94 (H): 0.215, atom 95 (H): 0.238, atom 96 (H): 0.409, atom 97 (H): 0.431, atom 98 (H): 0.010, atom 99 (H): 0.696


[3]
Below is 4 unconnected molecules or ions with the total composition C38H49Cl6N4O2PS2, with properties calculated with ωB97M-V/def2-TZVPD.

Structure (ORCA input):
```
! RIJCOSX wB97M-V def2-TZVPD def2/J DEFGRID3
* xyz 0 1
Cl -2.9054 -1.0054 -0.8504
Cl -1.9551 -0.4839 -5.7624
Cl -5.2582 -1.3188 -5.6059
Cl -1.6333 -5.6085 3.0650
Cl -3.9532 -2.1219 2.1709
Cl -1.2123 -7.8945 0.5875
S 2.4492 6.0390 0.9168
S 1.9102 6.6194 3.6613
P 3.0666 -0.0006 0.8482
O 2.1008 -1.3938 -1.8275
O 4.0966 -1.1449 0.2707
N 0.6060 4.5996 2.4140
N 1.3340 1.4209 -5.3864
N 4.7675 0.3094 -2.6285
N -0.3210 1.1373 0.2359
C -2.0295 5.7659 0.0454
C 2.6562 2.2774 -0.8920
C 2.2261 0.0067 -1.9567
C 3.0897 4.4938 0.1901
C 1.4078 0.5837 -3.1227
C 3.6716 0.1688 -2.3092
C -4.0476 -2.3356 -0.5452
C -2.6513 -2.1281 -5.7186
C 0.8793 -2.6863 1.2777
C -3.9683 -2.2200 -6.4447
C 4.2143 1.2694 1.5068
C 2.1273 0.8328 -0.6308
C 0.7725 -1.9168 -1.8263
C 1.4509 -3.4979 0.1019
C -1.0131 -8.1663 2.3388
C 0.7696 0.9875 -0.1062
C -0.6844 1.3186 -4.0815
C 2.1030 3.3236 0.0923
C 1.3476 -5.0035 0.4738
C 0.6586 -3.3060 -1.1950
C 1.5633 5.6484 2.4101
C 0.0377 1.6299 -5.2322
C 0.5911 3.7682 3.6004
C -1.9855 -7.3519 3.1524
C -4.9053 -2.0790 0.6663
C 0.5688 2.0354 5.8237
C -0.6907 4.9416 1.8785
C 1.9891 0.9014 -4.3443
C 0.0324 0.8011 -3.0231
C -0.8456 -3.5949 -1.0343
C -1.8617 4.8282 2.6158
C -3.1931 5.6691 0.7966
C 0.2013 3.3676 5.9660
C 0.9193 1.5792 4.5614
C 0.9293 2.4279 3.4645
C -3.0957 5.1777 2.0869
C 0.2129 4.2080 4.8666
C -0.7995 5.4001 0.5651
H 3.6742 2.0384 2.0550
H -1.9174 -7.6383 4.2007
H 4.8709 1.7119 0.7549
H 0.0150 -1.2615 -1.3950
H 0.5167 -1.7060 0.9677
H 3.5162 4.7385 -0.7817
H -4.6774 -2.4263 -1.4296
H 1.1979 0.5392 4.4490
H -0.4995 2.0651 -6.0697
H -2.0771 6.1448 -0.9672
H 3.0432 0.7328 -4.5252
H 0.0161 -7.9321 2.5989
H -0.5117 0.5596 -2.1245
H 2.1975 -5.3353 1.0704
H 2.5133 -3.3150 -0.0480
H 4.8842 -0.7274 -0.1087
H -3.8915 -1.8328 -7.4572
H -0.0975 3.7593 6.9286
H -1.3812 -2.9387 -1.7235
H -5.4020 -1.1139 0.6116
H 0.4840 -2.0576 -2.8761
H 1.1935 1.9867 2.5151
H 1.2342 -5.6353 -0.4082
H -5.6645 -2.8557 0.7440
H 4.8136 0.7273 2.2391
H -1.1846 -9.2265 2.5170
H -1.9257 -2.7893 -6.1897
H -3.0086 -7.5054 2.8187
H 1.0595 -4.0281 -1.9119
H -1.7415 1.5014 -3.9905
H -4.1279 5.9827 0.3543
H -2.7534 -2.4137 -4.6740
H -4.2878 -3.2598 -6.4945
H 1.1610 3.6918 -0.3051
H -0.0667 5.2451 4.9799
H 1.9837 2.9454 1.0967
H 0.0527 5.4894 -0.0883
H 3.7436 2.3169 -0.8575
H -1.8467 4.4459 3.6249
H 0.4568 -5.1673 1.0815
H -1.0531 -4.6418 -1.2537
H 0.5973 1.3500 6.6589
H 1.6994 -2.4896 1.9716
H -1.1959 -3.4005 -0.0214
H -3.4715 -3.2520 -0.4373
H 3.8933 4.1647 0.8512
H -3.9899 5.0761 2.6866
H 0.1355 -3.2434 1.8430
H 2.3736 2.6127 -1.8928
*
```

Summary:
Structure (SMILES): CC(C)[C@@H](C)CO[C@@](C#N)(c1cccnc1)[C@](C#N)(CCCSC(=S)N(c1ccccc1)c1ccccc1)P(C)O.ClCCCl.ClCCCl.ClCCCl
LUMO energy (eV): -0.265

Atom charges from the Mulliken analysis, given in e for atoms 1 to 99: atom 1 (Cl): -0.049, atom 2 (Cl): -0.157, atom 3 (Cl): -0.190, atom 4 (Cl): -0.116, atom 5 (Cl): -0.171, atom 6 (Cl): -0.173, atom 7 (S): -0.193, atom 8 (S): -0.192, atom 9 (P): 0.369, atom 10 (O): -0.559, atom 11 (O): -0.566, atom 12 (N): 1.014, atom 13 (N): -0.677, atom 14 (N): -0.681, atom 15 (N): -0.624, atom 16 (C): -1.008, atom 17 (C): -2.198, atom 18 (C): 2.965, atom 19 (C): -0.954, atom 20 (C): -0.353, atom 21 (C): -1.125, atom 22 (C): -0.524, atom 23 (C): -0.298, atom 24 (C): -1.524, atom 25 (C): -0.466, atom 26 (C): -1.050, atom 27 (C): 2.820, atom 28 (C): -0.654, atom 29 (C): 0.540, atom 30 (C): -0.527, atom 31 (C): -1.682, atom 32 (C): -1.760, atom 33 (C): 1.179, atom 34 (C): -1.191, atom 35 (C): 0.291, atom 36 (C): 0.364, atom 37 (C): -0.200, atom 38 (C): -1.080, atom 39 (C): -0.488, atom 40 (C): -0.526, atom 41 (C): -0.515, atom 42 (C): 0.905, atom 43 (C): -0.304, atom 44 (C): 0.937, atom 45 (C): -1.203, atom 46 (C): -0.210, atom 47 (C): -0.549, atom 48 (C): -0.855, atom 49 (C): -1.180, atom 50 (C): 0.052, atom 51 (C): -0.928, atom 52 (C): 0.069, atom 53 (C): -0.152, atom 54 (H): 0.248, atom 55 (H): 0.306, atom 56 (H): 0.407, atom 57 (H): 0.056, atom 58 (H): 0.215, atom 59 (H): 0.474, atom 60 (H): 0.386, atom 61 (H): 0.430, atom 62 (H): 0.487, atom 63 (H): 0.397, atom 64 (H): 0.478, atom 65 (H): 0.316, atom 66 (H): -0.037, atom 67 (H): 0.395, atom 68 (H): 0.474, atom 69 (H): 0.330, atom 70 (H): 0.324, atom 71 (H): 0.387, atom 72 (H): 0.055, atom 73 (H): 0.328, atom 74 (H): 0.248, atom 75 (H): 0.584, atom 76 (H): 0.382, atom 77 (H): 0.342, atom 78 (H): 0.479, atom 79 (H): 0.375, atom 80 (H): 0.346, atom 81 (H): 0.312, atom 82 (H): 0.778, atom 83 (H): 0.569, atom 84 (H): 0.408, atom 85 (H): 0.127, atom 86 (H): 0.324, atom 87 (H): 0.535, atom 88 (H): 0.517, atom 89 (H): -1.108, atom 90 (H): 0.190, atom 91 (H): 0.397, atom 92 (H): 0.423, atom 93 (H): -0.008, atom 94 (H): 0.284, atom 95 (H): 0.416, atom 96 (H): 0.389, atom 97 (H): 0.303, atom 98 (H): 0.286, atom 99 (H): 0.367


What did we get for max |F|? Answer: 1.73; 2.95; 1.71 eV/Å, in the order shown.